Entry 1:
This record from the Open Molecules 2025 dataset describes one molecule with the formula CH2OS in a non-equilibrium geometry. The level of theory is wB97M-V/def2-TZVPD.

The calculation puts the molar mass at 62.09 g/mol. The HOMO energy comes out at -9.129 eV. Its HOMO-LUMO gap is 9.2355 eV.

Element x y z (Å)
1 O -0.7612 -0.7551 -0.0487
2 C 0.3267 0.1541 -0.0462
3 S 1.7938 -0.4886 -0.0212
4 H -1.5148 -0.2173 0.1572
5 H 0.1554 1.3069 -0.0410

Atoms 1-3, force components in eV/Å:
2.00 2.19 -0.03
-0.67 -0.69 0.11
0.11 0.47 -0.11

***

Entry 2:
This record from the Open Molecules 2025 dataset describes C27H64InN6O12S as an isolated structure in a non-equilibrium geometry. The level of theory is wB97M-V/def2-TZVPD.

Its charge is -1. The calculation puts the molar mass at 811.72 g/mol. The HOMO energy comes out at -4.008 eV. Its HOMO-LUMO gap is 5.6761 eV.

Element x y z (Å)
1 C 5.8819 -2.5558 -1.9762
2 C 5.0664 -1.4102 -1.1233
3 O 4.1355 -0.5997 -1.9238
4 C 3.4155 -1.4010 -2.9275
5 C 2.0588 -0.5881 -3.4257
6 O 1.5212 0.3164 -2.3664
7 C 0.0970 0.6395 -2.6777
8 In -1.3354 -1.0776 -2.1506
9 O -0.3971 -2.2357 -0.6198
10 S -1.6392 -2.5261 -4.2250
11 C -3.3130 -0.1907 -1.4576
12 O -4.4814 -0.5959 -2.2964
13 C -5.5948 -1.0356 -1.4223
14 O -6.7670 -1.5562 -2.1410
15 C -6.4214 -2.6309 -3.0825
16 C -5.3069 -3.7037 -2.5428
17 O -5.6126 -4.3285 -1.2466
18 H 5.1991 -3.4684 -2.2704
19 H 6.7530 -2.9560 -1.2958
20 H 6.3432 -2.0784 -2.9447
21 H 5.8905 -0.6628 -0.6907
22 H 4.5480 -1.9633 -0.2084
23 H 4.0766 -1.5657 -3.8808
24 H 3.0575 -2.4170 -2.4573
25 H 1.2945 -1.4077 -3.7703
26 H 2.2585 0.0892 -4.3881
27 H -0.2012 1.6338 -2.0957
28 H 0.0529 0.8915 -3.8341
29 H -0.8444 -2.0494 0.2670
30 H -0.3873 -3.0688 -4.6049
31 H -3.2430 0.9849 -1.4253
32 H -3.4414 -0.5325 -0.3213
33 H -5.9639 -0.0480 -0.8621
34 H -5.2318 -1.7557 -0.5446
35 H -7.4192 -3.2511 -3.2949
36 H -6.0442 -2.2504 -4.1393
37 H -5.2635 -4.5886 -3.3426
38 H -4.2463 -3.2092 -2.5374
39 H -4.7283 -4.2958 -0.7368
40 C 6.6716 -3.9911 3.2738
41 C 6.8660 -3.2395 1.9867
42 O 6.6868 -3.7660 0.8904
43 N 7.2531 -1.9340 2.0548
44 C 7.5141 -1.1364 3.2290
45 H 6.3636 -5.0174 3.0530
46 H 7.6099 -4.0256 3.8336
47 H 5.8881 -3.5168 3.8707
48 H 7.3618 -1.5003 1.1452
49 H 6.8390 -0.2772 3.2112
50 H 8.5463 -0.7817 3.1744
51 H 7.3686 -1.6960 4.1537
52 C -9.7048 -0.3303 -0.5389
53 C -8.8963 0.4623 0.4497
54 O -7.9068 -0.0068 1.0083
55 N -9.2858 1.7397 0.7242
56 C -10.4058 2.4714 0.1827
57 H -9.2684 -1.3272 -0.6499
58 H -10.7316 -0.4414 -0.1805
59 H -9.6923 0.1624 -1.5147
60 H -8.6892 2.2042 1.3992
61 H -10.0188 3.3675 -0.3087
62 H -11.0494 2.7689 1.0143
63 H -10.9817 1.8827 -0.5323
64 C -11.9585 4.6602 3.0941
65 C -11.7641 5.4119 1.8070
66 O -11.9433 4.8853 0.7107
67 N -11.3770 6.7173 1.8751
68 C -11.1160 7.5150 3.0493
69 H -12.2665 3.6340 2.8733
70 H -11.0202 4.6258 3.6539
71 H -12.7420 5.1346 3.6910
72 H -11.2684 7.1510 0.9655
73 H -11.7911 8.3742 3.0315
74 H -10.0839 7.8697 2.9947
75 H -11.2615 6.9554 3.9740
76 C -4.0275 3.5739 -5.8892
77 C -4.1452 2.5149 -4.8290
78 O -3.1605 2.0555 -4.2539
79 N -5.3896 2.0608 -4.5068
80 C -6.6615 2.4643 -5.0569
81 H -2.9737 3.8304 -6.0321
82 H -4.4234 3.2010 -6.8375
83 H -4.5631 4.4755 -5.5801
84 H -5.3821 1.3494 -3.7849
85 H -7.2787 2.8442 -4.2390
86 H -7.1402 1.5805 -5.4858
87 H -6.5587 3.2326 -5.8242
88 C 12.7134 -2.7832 0.8943
89 C 11.2555 -2.4265 0.9760
90 O 10.8676 -1.3831 1.4976
91 N 10.3482 -3.2979 0.4505
92 C 10.5926 -4.5635 -0.1987
93 H 13.3086 -1.9899 1.3558
94 H 12.9025 -3.7148 1.4341
95 H 13.0181 -2.8793 -0.1512
96 H 9.3892 -2.9840 0.5461
97 H 10.1803 -4.5106 -1.2093
98 H 10.0656 -5.3390 0.3627
99 H 11.6544 -4.8074 -0.2498
100 C 9.7885 0.2094 7.4080
101 C 9.2470 0.7970 6.1348
102 O 8.2205 0.3745 5.6064
103 N 9.9272 1.8299 5.5612
104 C 11.1397 2.4672 6.0158
105 H 9.1360 -0.6035 7.7400
106 H 10.7882 -0.1986 7.2374
107 H 9.8157 0.9716 8.1912
108 H 9.4973 2.1680 4.7079
109 H 10.9261 3.5272 6.1738
110 H 11.8904 2.3669 5.2281
111 H 11.5192 2.0295 6.9399

Atoms 1-3, force components in eV/Å:
0.22 0.19 0.15
1.04 -0.65 0.14
0.61 -2.10 -0.25

***

Entry 3:
This record from the Open Molecules 2025 dataset describes a 3-piece molecular cluster, C4H5NO overall in a non-equilibrium geometry. The level of theory is wB97M-V/def2-TZVPD.

The calculation puts the molar mass at 83.09 g/mol. The HOMO energy comes out at -10.694 eV. Its HOMO-LUMO gap is 11.0245 eV.

Element x y z (Å)
1 C -1.4328 0.2249 1.9947
2 C -0.4305 0.1068 1.1256
3 C 2.7211 -0.2578 -1.1177
4 O 2.3043 -0.9457 -0.3133
5 C -0.4140 0.8040 -0.1320
6 N -0.3730 1.3515 -1.1524
7 H -2.2925 0.8573 1.7956
8 H 0.4450 -0.9667 -3.4195
9 H -1.4123 -0.3170 2.9350
10 H 0.4298 -0.5280 1.3194
11 H 0.4549 -0.3293 -3.0353

Atoms 1-3, force components in eV/Å:
0.12 -0.01 -0.11
-0.15 -0.02 0.17
-0.46 -0.84 0.96

***

Entry 4:
This record from the Open Molecules 2025 dataset describes a 2-piece molecular cluster, C4H9NO overall. The level of theory is wB97M-V/def2-TZVPD.

The calculation puts the molar mass at 87.12 g/mol. The HOMO energy comes out at -7.948 eV. Its HOMO-LUMO gap is 8.3583 eV.

Element x y z (Å)
1 C -0.4656 0.1493 0.1814
2 C -1.1437 0.5858 -1.0722
3 N -0.8400 0.6784 1.3398
4 C 0.5660 -0.8294 0.1405
5 C 0.5533 -2.0918 0.5416
6 O 1.7631 1.1880 -0.6855
7 H 2.5516 1.7005 -0.8955
8 H -0.3110 0.4527 2.1693
9 H -1.3709 1.5367 1.3578
10 H 1.5038 -0.1299 -0.3049
11 H -1.8993 -0.1587 -1.3419
12 H -1.6225 1.5606 -0.9687
13 H -0.3888 0.6458 -1.8540
14 H 1.4420 -2.7070 0.4661
15 H -0.3378 -2.5809 0.9263

Atoms 1-3, force components in eV/Å:
-0.36 -0.07 0.44
0.09 0.11 0.02
0.37 0.03 -0.50

***

Entry 5:
This record from the Open Molecules 2025 dataset describes an isolated ion of composition C11H24N3 and charge +1 in a non-equilibrium geometry. The level of theory is wB97M-V/def2-TZVPD.

Its charge is +1. The calculation puts the molar mass at 198.33 g/mol. The HOMO energy (alpha / beta) comes out at -10.775 / -10.775 eV. Its HOMO-LUMO gap (alpha / beta) is 8.1822 / 8.1828 eV.

Element x y z (Å)
1 C 1.2790 1.1544 0.5387
2 C 2.5424 1.1126 0.1918
3 C 0.2972 1.7578 -0.3622
4 C 0.7359 0.2437 1.6943
5 C -0.2351 0.8237 -1.4303
6 C -0.8625 -0.4495 -0.8056
7 C 0.0888 -1.0117 1.3043
8 C -0.8482 2.5570 0.3584
9 C 1.7452 0.1060 2.8639
10 C -1.2403 1.5236 -2.4086
11 C -1.5682 -2.4731 -2.0192
12 N 0.9394 -2.1890 0.9775
13 N -1.0835 -1.4151 1.8110
14 N -0.4118 -1.6906 -1.4109
15 H 3.2452 0.6425 0.7722
16 H 3.0441 1.6534 -0.5365
17 H 0.8302 2.5974 -0.9352
18 H -0.0233 0.9030 2.1016
19 H 0.5919 0.4403 -2.0682
20 H -1.7849 -0.3613 -0.2958
21 H -1.5326 1.8214 0.6386
22 H -1.3760 3.3823 -0.2028
23 H -0.3297 3.1216 1.1932
24 H 1.2494 -0.4070 3.7094
25 H 2.1404 1.1529 3.1139
26 H 2.6781 -0.3277 2.6652
27 H -0.6997 2.3666 -2.9297
28 H -2.1101 1.9413 -1.8506
29 H -1.5700 0.9267 -3.2434
30 H -1.1255 -2.9208 -2.8178
31 H -1.9862 -3.2020 -1.3593
32 H -2.4138 -1.8189 -2.2420
33 H 0.5922 -2.9763 1.4904
34 H 1.9917 -2.0133 0.9390
35 H -1.8530 -0.8591 1.6629
36 H -1.3281 -2.3808 1.8444
37 H 0.2048 -1.4766 -2.1750
38 H 0.1864 -2.2556 -0.7775

Atoms 1-3, force components in eV/Å:
-0.46 -2.54 0.16
-0.27 0.36 0.70
-0.66 3.93 -1.84

***

Entry 6:
This record from the Open Molecules 2025 dataset describes C59H51ClO3PRuSSb2 as an isolated structure in a non-equilibrium geometry. The level of theory is wB97M-V/def2-TZVPD.

Its charge is +1. Its spin multiplicity is 5. The calculation puts the molar mass at 1251.14 g/mol. The HOMO energy (alpha / beta) comes out at -9.608 / -10.178 eV. Its HOMO-LUMO gap (alpha / beta) is 7.3549 / 6.6000 eV.

Element x y z (Å)
1 Ru 12.8027 16.7604 15.1720
2 C 16.7509 15.9053 18.1193
3 C 17.5255 14.6223 18.3170
4 C 16.8062 13.3943 17.7369
5 Sb 14.9536 13.1278 18.7430
6 C 15.6161 12.5460 20.6928
7 C 16.9419 12.1070 20.8464
8 C 17.3415 11.6816 22.1168
9 C 16.4187 11.6926 23.1740
10 C 15.1084 11.9895 22.9952
11 C 14.7138 12.4786 21.7581
12 C 13.8935 11.5104 17.8852
13 C 14.0602 10.2449 18.4138
14 C 13.4533 9.1638 17.7783
15 C 12.7538 9.4007 16.6117
16 C 12.5176 10.6684 16.0785
17 C 13.0989 11.7677 16.7434
18 Sb 13.7494 15.6927 19.0808
19 C 13.8140 15.7915 21.2632
20 C 15.0534 16.0152 21.8885
21 C 15.1112 16.3167 23.2373
22 C 13.9426 16.5998 23.9281
23 C 12.7117 16.3055 23.3773
24 C 12.6457 15.8142 22.0450
25 C 11.7273 15.0527 19.0922
26 C 11.4584 13.7947 19.6196
27 C 10.1415 13.3527 19.8567
28 C 9.1180 14.1988 19.6140
29 C 9.3548 15.5010 19.1930
30 C 10.6560 15.9139 18.8484
31 H 16.2242 16.0934 17.1951
32 H 16.9075 16.7855 18.7290
33 H 17.9740 14.4607 19.3475
34 H 18.4755 14.7257 17.6926
35 H 17.3696 12.5388 17.9904
36 H 16.5809 13.4237 16.6720
37 H 17.6090 12.0132 20.0133
38 H 18.3719 11.3162 22.2850
39 H 16.8264 11.4364 24.1693
40 H 14.4220 12.0068 23.8223
41 H 13.6480 12.7790 21.5876
42 H 14.5446 10.1044 19.3871
43 H 13.6573 8.1533 18.0932
44 H 12.3567 8.5282 16.1015
45 H 11.9236 10.7947 15.1645
46 H 12.8926 12.7527 16.4813
47 H 15.9695 15.9825 21.2947
48 H 16.0675 16.4522 23.7612
49 H 13.9796 17.0266 24.9361
50 H 11.7318 16.5469 23.8270
51 H 11.6188 15.4751 21.6677
52 H 12.2078 13.1359 19.9161
53 H 9.9238 12.3443 20.2418
54 H 8.0586 13.8833 19.7474
55 H 8.5351 16.1267 18.9786
56 H 10.7963 16.8932 18.4677
57 O 14.4819 18.3678 15.9689
58 S 13.6246 18.7739 17.0823
59 O 14.2917 19.0278 18.3236
60 O 12.4910 17.8022 17.2002
61 C 12.7103 20.2195 16.5463
62 C 13.1055 21.4648 16.9268
63 C 12.4177 22.6391 16.4721
64 C 11.2587 22.4739 15.6978
65 C 10.8995 21.2039 15.2572
66 C 11.5765 20.0790 15.6781
67 P 11.1868 18.4964 14.8764
68 C 11.0476 19.0279 13.1457
69 C 12.3936 19.2968 12.5047
70 C 12.2168 19.5058 10.9768
71 C 10.9099 20.0081 10.4322
72 C 9.8645 20.0343 11.2487
73 C 9.8851 19.3117 12.5498
74 C 9.5207 18.0534 15.5595
75 C 8.8850 18.8616 16.4761
76 C 7.6226 18.5960 16.9382
77 C 6.9515 17.5057 16.4539
78 C 7.5673 16.6694 15.4829
79 C 8.8634 16.9517 15.0779
80 H 13.9694 21.5634 17.6126
81 H 12.8264 23.6077 16.7007
82 H 10.7182 23.2755 15.2998
83 H 10.1161 21.0717 14.5646
84 H 12.9396 19.9816 13.1723
85 H 12.9818 20.1138 10.4814
86 H 10.8329 20.4671 9.4919
87 H 8.9390 20.4828 10.9792
88 H 8.9440 19.1210 13.1247
89 H 9.4239 19.7147 16.8759
90 H 7.1935 19.2223 17.7108
91 H 5.9088 17.3484 16.7444
92 H 7.0641 15.7381 15.1278
93 H 9.3312 16.2716 14.3036
94 Cl 14.1505 14.9578 15.7270
95 C 12.2080 13.4812 9.2235
96 C 13.3953 13.8066 9.8376
97 C 13.4131 14.4809 11.0478
98 C 12.2288 14.8450 11.6392
99 C 11.0428 14.6123 11.0002
100 C 11.0240 13.9495 9.7688
101 C 12.2477 15.5697 12.9623
102 C 12.7181 16.8133 13.1920
103 C 13.1216 17.8730 12.2163
104 C 14.5706 18.0050 12.3511
105 C 15.3353 17.8612 11.2486
106 C 14.7856 17.5930 9.8851
107 C 13.4485 17.5129 9.7413
108 C 12.4933 18.0327 10.7610
109 H 12.1653 12.9523 8.2432
110 H 14.3690 13.5437 9.4088
111 H 14.3674 14.7028 11.4958
112 H 10.1212 15.0694 11.4277
113 H 10.0841 13.7868 9.3186
114 H 11.8377 14.9175 13.7673
115 H 14.9312 18.0970 13.3361
116 H 16.4205 17.9003 11.3559
117 H 15.5595 17.3244 9.2161
118 H 13.1007 17.0815 8.8418
119 H 11.5968 17.3725 10.6398

Atoms 1-3, force components in eV/Å:
-0.37 1.66 -0.12
0.43 -0.32 0.55
1.30 0.82 -0.81